Record 1
120
Properties=species:S:1:pos:R:3:forces:R:3 method="wB97M-V/def2-TZVPD" e_homo_ev=-6.66 multiplicity=1 relative_energy_kcal_mol=779.4 lumo_energy_ev=0.4 charge=0
N -1.58460 -3.03413 1.95991 2.0 -0.8 1.0
C -2.44760 -3.81813 2.77291 -1.9 1.5 -2.0
C -3.84560 -3.48313 2.24591 11.8 4.6 -2.8
C -3.66260 -2.44013 1.23891 5.9 -1.3 1.9
C -2.13060 -2.14413 1.07491 -5.2 -2.4 1.9
H -0.52060 -3.21113 1.96891 -2.4 0.4 0.2
H -2.01160 -4.48213 3.64591 -1.1 1.5 -2.3
H -4.66260 -3.83213 2.51491 -7.3 -3.3 2.6
H -4.18760 -2.14613 0.40791 -2.1 0.8 -1.2
H -1.63160 -1.36613 0.46191 -0.3 -1.4 0.8
N -0.06360 3.84287 3.22091 -2.9 0.8 -0.4
C 0.47840 3.13587 4.23791 8.3 3.4 -5.6
C 1.95940 3.27087 3.98791 -3.1 1.7 -0.9
C 2.13240 4.18787 2.73491 -3.5 -2.3 2.1
C 0.78640 4.45987 2.28191 1.8 -1.1 2.7
H -1.11060 3.96187 3.28191 1.7 0.0 -0.9
H -0.01960 2.78187 5.00691 -2.4 -1.9 3.3
H 2.65240 2.98287 4.79291 0.0 0.1 -1.0
H 3.02740 4.42587 2.17991 0.0 0.0 0.3
H 0.38540 5.04587 1.45191 0.2 -0.4 0.4
N -2.80860 1.41087 -2.97009 4.0 3.4 -2.0
C -4.07960 1.21987 -3.49409 -4.1 12.7 -6.8
C -4.97960 1.80187 -2.47509 3.7 1.0 -1.8
C -4.18060 2.15587 -1.38209 1.8 0.0 -0.2
C -2.77860 1.83487 -1.62709 -8.2 0.1 -5.0
H -1.95060 1.08987 -3.55909 -1.9 0.5 1.8
H -4.16560 0.86187 -4.54409 -0.2 0.3 1.3
H -5.99760 1.90687 -2.44209 -2.2 0.0 -0.5
H -4.58560 2.69987 -0.49709 -0.4 -1.0 -1.7
H -1.89560 1.84887 -1.23509 4.7 0.4 2.9
N 5.72340 2.71587 -3.65509 -0.4 1.0 0.8
C 4.89940 3.14387 -2.61109 -2.2 -2.5 0.2
C 3.91940 2.05887 -2.28309 2.4 1.2 -0.5
C 4.26440 0.84387 -3.14009 2.2 6.1 -0.8
C 5.36640 1.41787 -4.00809 -3.2 -0.1 3.7
H 6.48040 3.40387 -4.07809 -2.3 -2.6 1.0
H 4.96840 4.17687 -2.22209 0.0 -1.0 -0.2
H 3.17340 2.19887 -1.38609 1.6 -0.6 -2.2
H 3.67440 -0.07513 -3.16809 0.8 0.5 -0.3
H 5.85440 1.05487 -4.82009 1.2 -1.6 -2.1
N 5.11540 -0.27313 0.89991 -0.1 -0.8 -5.4
C 5.35240 -0.17613 -0.51209 -3.2 -7.1 2.1
C 4.95840 -1.49713 -1.10709 -0.8 3.4 9.4
C 4.35940 -2.28013 -0.00209 4.7 12.8 1.7
C 4.41440 -1.32913 1.21991 -0.2 -5.7 -2.9
H 5.24940 0.40387 1.54491 0.8 2.8 2.0
H 5.99940 0.44287 -0.91509 2.6 3.4 -1.6
H 4.98640 -1.77113 -2.04709 0.4 -1.2 -4.6
H 4.00640 -3.13413 -0.05409 -3.5 -7.9 -0.2
H 4.25740 -1.59513 2.25991 -0.4 0.1 -0.2
N -4.04460 -0.46013 -2.52409 1.7 -11.0 3.6
C -2.93260 -1.49913 -2.56109 -5.6 -1.5 0.8
C -3.60360 -2.82713 -2.28209 -0.5 3.4 -0.1
C -5.04460 -2.58613 -2.06609 5.3 7.2 -1.4
C -5.19360 -1.05913 -2.14409 -1.1 -2.5 -0.4
H -3.77260 0.57087 -2.82209 1.6 -9.7 7.6
H -1.93660 -1.14813 -2.76609 -0.1 -0.4 0.0
H -3.11460 -3.80813 -2.11509 -0.3 0.9 -0.4
H -5.82160 -3.13513 -1.78409 -2.7 -2.7 1.1
H -6.18860 -0.41713 -1.95609 2.5 -1.6 -0.6
N 0.33340 -3.79113 -3.10009 -0.7 -2.0 -2.3
C 0.32340 -3.56313 -1.79709 4.9 5.1 -0.6
C 1.45340 -2.48313 -1.58309 -4.4 -6.4 -8.7
C 1.98540 -2.30213 -2.93309 -4.6 -3.7 2.9
C 1.32340 -3.09013 -3.85009 -0.3 -1.1 14.3
H -0.28160 -4.60213 -3.46309 1.5 2.2 0.4
H -0.44660 -3.96013 -1.23409 -1.0 -0.7 1.6
H 1.61840 -2.02613 -0.76009 1.3 2.5 4.8
H 2.67740 -1.69813 -3.24009 4.0 3.5 -1.3
H 1.17340 -3.11113 -4.72109 -1.0 -0.2 -12.6
N 0.64240 1.66587 1.14291 -2.3 -1.9 -0.9
C -0.54560 0.97587 0.64091 9.5 -2.2 -4.2
C -0.09960 0.02887 -0.37109 2.7 2.0 1.5
C 1.44640 0.07787 -0.47109 -3.1 5.5 4.5
C 1.79840 1.21387 0.63591 -2.9 -4.5 -5.0
H 0.54340 2.43087 1.79491 0.3 0.0 0.1
H -1.39560 1.14787 1.04491 -5.6 1.3 2.4
H -0.78560 -0.60513 -0.97409 0.8 0.6 0.5
H 2.14240 -0.31513 -1.20409 -0.1 0.2 0.6
H 2.73240 1.58687 0.89691 1.3 0.6 0.4
N 0.60540 -0.24113 3.48991 -1.7 6.7 -2.0
C 1.64540 0.00087 4.37191 -2.2 -3.0 2.7
C 1.25240 -0.71713 5.62191 -0.7 1.1 -1.6
C -0.11960 -1.10113 5.54491 0.9 1.2 -5.7
C -0.49160 -0.85713 3.94491 6.6 1.7 11.1
H 0.46740 0.34187 2.54891 0.8 -1.8 2.4
H 2.55540 0.44087 4.03691 0.3 0.0 -0.1
H 1.82140 -1.01213 6.52891 0.0 0.9 -1.0
H -0.73260 -1.43913 6.37091 0.0 -0.4 -0.5
H -1.38260 -0.94413 3.65491 -6.6 -0.6 -3.4
N 1.09240 -2.41913 2.96491 3.1 -5.1 -2.8
C 1.18440 -3.72313 3.42191 -0.7 -1.8 -2.5
C 1.35740 -4.61213 2.16791 0.6 8.2 1.2
C 1.62840 -3.64013 1.03091 -2.0 1.3 2.0
C 1.38640 -2.25413 1.60391 0.3 -6.8 1.3
H 0.87440 -1.60713 3.46291 1.0 -1.7 0.6
H 0.93840 -3.99013 4.55291 0.6 0.7 -2.9
H 1.46140 -5.61413 2.13891 0.2 -3.1 0.0
H 1.67340 -3.77713 -0.15709 0.4 -0.4 3.7
H 1.51240 -1.32813 1.15491 0.0 1.3 -0.4
N -0.75260 1.59687 -5.36709 -0.1 -0.3 -0.4
C 0.01040 1.99787 -4.25909 -1.3 -9.5 0.0
C 0.28940 0.65487 -3.43909 -2.4 3.4 -6.1
C -0.29160 -0.36213 -4.24309 -1.7 0.8 -3.2
C -0.97960 0.19687 -5.49709 1.2 0.2 1.8
H -1.21860 2.23287 -6.06209 1.1 -0.7 1.3
H 0.20840 2.92587 -3.98809 0.7 4.1 0.8
H 0.88940 0.55287 -2.59509 0.6 0.1 1.0
H -0.33360 -1.45513 -4.10909 0.3 1.0 0.3
H -1.55260 -0.27913 -6.52009 1.9 1.5 3.6
N -3.19760 4.36487 3.41691 0.9 1.7 1.8
C -3.34660 3.06887 3.90691 -0.6 -0.9 -4.4
C -3.51360 2.21187 2.70091 1.1 4.7 1.0
C -3.41160 3.08387 1.50191 0.7 1.0 1.5
C -3.04660 4.48187 2.06791 -2.2 -3.5 -4.0
H -3.12160 5.21087 4.05591 -0.1 -1.7 -1.2
H -3.41560 2.84887 4.95791 0.0 0.1 0.0
H -3.50260 1.15687 2.75491 -0.5 -0.9 -0.2
H -3.67760 2.69887 0.32591 2.1 1.6 5.0
H -2.89560 5.39487 1.34291 -0.4 -1.6 2.4


Record 2
122
Properties=species:S:1:pos:R:3:forces:R:3 method="wB97M-V/def2-TZVPD" e_homo_ev=-14.62 multiplicity=1 relative_energy_kcal_mol=16.6 lumo_energy_ev=-9.2 charge=+3
Ta 0.14101 0.02638 -0.35596 0.9 -0.3 -0.5
C -4.53373 -4.50377 -0.94833 0.0 0.0 0.0
C -3.08173 -4.60674 -1.42254 0.1 0.0 0.0
C -2.45926 -3.26151 -1.62578 0.0 -0.1 0.0
C -2.45698 -2.51047 -2.76116 0.0 0.0 -0.1
C -3.01077 -2.86115 -4.10707 0.0 0.0 0.0
C -1.90852 -3.25581 -5.09306 0.0 0.0 0.0
C -1.81892 -1.27618 -2.43372 0.2 0.1 0.0
N -1.37029 -1.24814 -1.11263 -0.6 -0.4 -0.1
C -1.79651 -2.49150 -0.61978 0.0 0.1 0.0
C -1.62060 -2.92805 0.66308 0.1 -0.1 -0.1
C -0.94838 -2.23021 1.63359 -0.1 0.2 -0.1
C -0.77973 -2.67245 2.97586 0.1 -0.1 0.0
C -1.20679 -3.99726 3.52558 0.0 0.0 0.0
C -0.12507 -5.06601 3.35802 0.0 0.0 0.0
C -0.13460 -1.66927 3.64314 0.0 0.1 0.1
C 0.04686 -0.60958 2.70853 0.2 0.1 -0.1
C 0.42731 0.66029 3.06478 -0.1 -0.1 0.0
C 0.36143 1.76167 2.25047 0.0 0.0 -0.1
N 0.03174 1.73203 0.89015 0.0 0.5 0.3
C -0.04787 3.08996 0.56039 -0.2 -0.1 0.1
C -0.39975 3.55974 -0.68086 0.0 -0.1 0.0
C -0.75548 2.75954 -1.73009 -0.1 0.0 0.1
N -0.85311 1.36559 -1.66921 -0.6 0.4 -0.3
C -1.35967 1.04491 -2.92827 0.2 -0.1 0.0
C -1.74575 -0.21421 -3.30233 -0.1 -0.1 0.1
C -1.51616 2.19868 -3.76124 0.0 -0.1 -0.1
C -1.15149 3.27098 -3.00820 0.1 0.1 0.1
C -1.19469 4.72284 -3.36762 0.0 0.0 0.0
C -2.48984 5.40472 -2.91781 0.0 0.0 0.0
C -2.06900 2.17759 -5.15096 0.0 0.0 0.0
C -3.60035 2.14292 -5.16979 0.0 0.0 0.0
C 0.28389 3.92660 1.66929 0.0 0.1 -0.2
C 0.53561 3.09736 2.72361 0.0 -0.1 0.1
C 0.84261 3.46437 4.14139 0.1 0.0 -0.1
C -0.39520 3.42200 5.04264 0.0 0.0 0.0
C 0.28315 5.42383 1.64164 0.0 0.0 0.0
C -1.09259 6.01746 1.95278 0.0 0.0 0.0
N -0.38964 -0.96574 1.43101 -0.2 -0.3 0.5
C 0.17959 -1.60634 5.10544 0.0 0.0 -0.1
C -1.01589 -1.11235 5.92560 0.0 0.0 0.0
H -4.95350 -5.49358 -0.78491 0.0 0.0 0.0
H -5.14974 -3.99361 -1.68767 0.0 0.0 0.0
H -4.60737 -3.94423 -0.01537 0.0 0.0 0.0
H -3.03514 -5.15761 -2.36286 0.0 0.0 0.0
H -2.49677 -5.18898 -0.70674 0.0 0.0 0.0
H -3.59308 -2.02480 -4.49939 0.0 0.0 0.0
H -3.71678 -3.68373 -3.99562 0.0 0.0 0.0
H -1.18700 -2.44800 -5.23119 0.0 0.0 0.0
H -2.32760 -3.49979 -6.06710 0.0 0.0 0.0
H -1.36750 -4.13199 -4.73375 0.0 0.0 0.0
H -2.01472 -3.90117 0.92007 0.0 0.0 0.0
H -2.13320 -4.32737 3.05371 0.0 0.0 0.0
H -1.44077 -3.87616 4.58336 0.0 0.0 0.0
H 0.16985 -5.16842 2.31092 0.0 0.0 0.0
H -0.48417 -6.03646 3.69309 0.0 0.0 0.0
H 0.76667 -4.82036 3.93444 0.0 0.0 0.0
H 0.67421 0.82808 4.10361 0.0 0.0 0.0
H -0.40168 4.62812 -0.83682 0.0 0.0 0.0
H -2.13994 -0.34963 -4.29844 0.0 0.0 0.0
H -1.08167 4.81770 -4.44821 0.0 0.0 0.0
H -0.33461 5.23653 -2.93253 0.0 0.0 0.0
H -3.35309 4.98668 -3.43211 0.0 0.0 0.0
H -2.45469 6.46962 -3.13575 0.0 0.0 0.0
H -2.65360 5.28314 -1.84647 0.0 0.0 0.0
H -1.67041 1.31770 -5.69454 0.0 0.0 0.0
H -1.71171 3.05895 -5.68433 0.0 0.0 0.0
H -3.98550 1.25319 -4.67069 0.0 0.0 0.0
H -3.96915 2.14073 -6.19287 0.0 0.0 0.0
H -4.01929 3.01053 -4.66314 0.0 0.0 0.0
H 1.27857 4.46348 4.15980 0.0 0.0 0.0
H 1.61030 2.79535 4.54009 0.0 0.0 0.0
H -1.15258 4.12723 4.70379 0.0 0.0 0.0
H -0.12903 3.67958 6.06521 0.0 0.0 0.0
H -0.84873 2.43018 5.05065 0.0 0.0 0.0
H 0.62173 5.77684 0.66495 0.0 0.0 0.0
H 1.01883 5.78771 2.36025 0.0 0.0 0.0
H -1.84474 5.66588 1.24636 0.0 0.0 0.0
H -1.05929 7.10304 1.89908 0.0 0.0 0.0
H -1.42250 5.74171 2.95278 0.0 0.0 0.0
H 1.03948 -0.95787 5.28110 0.0 0.0 0.0
H 0.48290 -2.59922 5.44243 0.0 0.0 0.0
H -1.33310 -0.12168 5.59767 0.0 0.0 0.0
H -0.75640 -1.05410 6.98031 0.0 0.0 0.0
H -1.86953 -1.78076 5.82504 0.0 0.0 0.0
N 1.20659 -3.81352 -0.16524 0.0 0.0 0.1
C 1.20838 -3.12998 -1.31316 0.0 0.1 0.1
N 1.24055 -1.80338 -1.39799 -0.1 -0.1 -0.3
C 1.48043 -1.43679 -2.73205 0.0 0.0 -0.1
C 1.44893 -2.43504 -3.63258 0.1 0.1 0.2
S 1.26406 -3.94824 -2.82784 0.0 -0.1 -0.1
C 1.96790 -0.07535 -2.90039 -0.1 0.0 -0.1
C 2.80152 0.39350 -3.84779 -0.1 0.0 0.1
S 3.37053 1.95644 -3.40882 0.0 0.0 -0.1
C 2.46586 1.88046 -1.94993 -0.1 0.0 0.0
N 1.73184 0.78312 -1.82664 0.2 0.2 0.0
N 2.58680 2.85155 -1.02903 0.0 -0.1 0.2
H 1.29242 -3.33079 0.71504 -0.1 0.0 0.0
H 1.25942 -4.81928 -0.15930 0.0 0.0 0.0
H 1.60808 -2.38563 -4.69523 0.0 0.0 -0.1
H 3.17171 -0.11031 -4.72326 0.0 0.0 0.0
H 3.11764 3.67817 -1.25131 0.0 0.0 0.0
H 1.90381 2.94063 -0.29045 0.1 0.0 -0.1
O 2.01935 -0.08476 0.64006 0.1 0.0 0.3
C 3.21209 0.26109 0.85145 0.1 -0.1 -0.2
C 3.64422 0.87552 2.13299 0.0 0.1 0.0
C 3.90689 -0.38021 3.01557 0.0 0.0 0.0
C 4.85967 -1.44210 2.43600 0.0 0.0 0.0
C 4.32477 -2.31719 1.28338 0.0 0.0 0.0
C 4.29462 -1.64844 -0.10501 0.0 0.0 -0.1
N 4.20729 -0.17753 0.06258 -0.1 0.1 0.1
H 2.88734 1.51297 2.57657 0.0 0.0 0.0
H 4.56868 1.43870 1.99933 0.0 0.0 0.0
H 2.94009 -0.84564 3.23285 0.0 0.0 0.0
H 4.30820 -0.02372 3.96368 0.0 0.0 0.0
H 5.10452 -2.11380 3.25940 0.0 0.0 0.0
H 5.81332 -0.98334 2.15642 0.0 0.0 0.0
H 3.32175 -2.66514 1.54861 0.0 0.0 0.0
H 4.94704 -3.20975 1.21506 0.0 0.0 0.0
H 3.44511 -1.97960 -0.69427 0.1 0.0 0.0
H 5.20006 -1.84572 -0.67524 0.0 0.0 0.0
H 5.09977 0.20786 0.34768 0.0 0.0 -0.1